[1]
ORCA calculation (wB97M-V/def2-TZVPD) on C2H2N2O2S in the gas phase.

Calculated values
relative energy (zero: lowest compared OMol25 entry of this formula, charge and spin)	4.090	eV
HOMO	-8.09	eV
Kohn-Sham gap	0.272	Ha

CARTESIAN COORDINATES (ANGSTROEM)
C 1.1847 0.6979 1.3144
C 1.2891 1.1561 0.0122
N 1.2611 0.3657 2.4186
N -0.5602 -1.1659 -0.9150
O 0.5544 1.3032 -0.9573
O -1.4907 0.6308 0.6012
S -1.1866 0.3786 -0.7931
H -0.3435 -1.6245 0.0015
H -0.7082 -1.7419 -1.6825

Results of the Mulliken charge analysis, in e, for atoms 1 through 8: 0.382 -0.004 -0.353 -0.413 -0.256 -0.464 0.573 0.292

***

[2]
ORCA calculation (wB97M-V/def2-TZVPD) on a molecular structure, C2H2N2O2S.

Calculated values
relative energy (zero: lowest compared OMol25 entry of this formula, charge and spin)	2.293	eV
HOMO	-9.88	eV
Kohn-Sham gap	0.325	Ha

CARTESIAN COORDINATES (ANGSTROEM)
C -0.6266 0.1909 -0.2218
C 1.4917 -0.1802 -0.0437
H -2.5853 1.0942 0.9581
H 0.0801 -1.7659 -0.3722
N -0.1032 1.3368 -0.2297
N 0.2392 -0.8378 0.0663
O 1.2132 1.1324 0.0090
O 2.5557 -0.6802 -0.0731
S -2.2649 -0.2901 -0.0928

Results of the Mulliken charge analysis, in e, for atoms 1 through 8: 0.398 0.502 0.202 0.301 -0.281 -0.177 -0.118 -0.500

***

[3]
ORCA calculation (wB97M-V/def2-TZVPD) on C2H2N2O2S in the gas phase.

Calculated values
relative energy (zero: lowest compared OMol25 entry of this formula, charge and spin)	0.898	eV
HOMO	-10.36	eV
Kohn-Sham gap	0.397	Ha

CARTESIAN COORDINATES (ANGSTROEM)
O 2.6525 -0.7724 0.0567
C 1.5393 -0.3060 -0.0202
N 0.3107 -0.9684 -0.0425
C -0.5636 -0.0239 -0.0049
S -2.2979 -0.1716 0.0138
O -0.1132 1.2363 0.0283
N 1.2784 1.0819 -0.1381
H -2.2648 -1.4953 0.0159
H 1.7395 1.7147 0.4969

Results of the Mulliken charge analysis, in e, for atoms 1 through 8: -0.544 0.401 -0.425 0.651 -0.210 -0.247 -0.083 0.181

***

[4]
ORCA calculation (wB97M-V/def2-TZVPD) on C2H2N2O2S in the gas phase.

Calculated values
relative energy (zero: lowest compared OMol25 entry of this formula, charge and spin)	4.234	eV
HOMO (alpha / beta)	-8.29 / -8.28	eV
Kohn-Sham gap (alpha / beta)	0.286 / 0.286	Ha

CARTESIAN COORDINATES (ANGSTROEM)
C -0.4587 1.4305 0.8156
C 0.5402 1.0323 -0.0029
N -1.6048 0.6392 0.9685
N -0.4291 -1.1754 -0.2315
O 1.4982 0.8762 -0.6169
O -0.3441 -2.5658 -0.5602
S -1.7996 -0.8274 0.4781
H -0.3241 2.3146 1.4007
H -0.2634 -2.6989 -1.5057

Results of the Mulliken charge analysis, in e, for atoms 1 through 8: -0.481 0.832 -0.398 -0.234 -0.307 -0.462 0.354 0.360

***

[5]
ORCA calculation (wB97M-V/def2-TZVPD) on C2H2N2O2S2 in the gas phase.

Calculated values
relative energy (zero: lowest compared OMol25 entry of this formula, charge and spin)	5.295	eV
HOMO (alpha / beta)	-7.71 / -8.27	eV
Kohn-Sham gap (alpha / beta)	0.213 / 0.254	Ha

CARTESIAN COORDINATES (ANGSTROEM)
C 0.3305 -0.3546 0.0389
C 0.5929 0.9995 0.0199
N 1.3454 -1.2513 -0.0211
N -1.9944 0.5844 -0.2956
O -1.3207 1.6342 0.1739
O 1.3342 1.8853 -0.0527
S -1.3115 -0.9250 0.2234
S 2.9542 -0.9846 -0.0201
H 1.0405 -2.2202 -0.0800
H -2.9711 0.6323 0.0133

Results of the Mulliken charge analysis, in e, for atoms 1 through 8: 0.128 0.719 -0.263 -0.059 -0.497 -0.324 -0.030 -0.168

***

[6]
ORCA calculation (wB97M-V/def2-TZVPD) on 2 unconnected molecules or ions with the total composition C2H2N2O3.

Calculated values
relative energy (zero: lowest compared OMol25 entry of this formula, charge and spin)	4.755	eV
HOMO (alpha / beta)	-8.58 / -8.58	eV
Kohn-Sham gap (alpha / beta)	0.300 / 0.300	Ha

CARTESIAN COORDINATES (ANGSTROEM)
C -0.4685 -0.5502 -1.1986
C 0.0166 0.2767 0.7097
N -1.4464 -1.0312 -0.6610
N 1.1903 0.7176 0.5090
O 0.5116 -0.3758 -1.8783
O -0.8955 0.1067 1.3944
O -2.2275 -0.7571 0.2516
H 1.4823 0.7775 -0.4067
H 1.8370 0.8358 1.2799

Results of the Mulliken charge analysis, in e, for atoms 1 through 8: 0.524 0.453 0.159 -0.285 -0.634 -0.264 -0.438 0.238

***

[7]
ORCA calculation (wB97M-V/def2-TZVPD) on C2H2N2O3 in the gas phase.

Calculated values
relative energy (zero: lowest compared OMol25 entry of this formula, charge and spin)	3.111	eV
HOMO	-10.46	eV
Kohn-Sham gap	0.399	Ha

CARTESIAN COORDINATES (ANGSTROEM)
O 1.3806 -1.4145 0.9871
C 0.6394 -0.6401 0.4741
O 1.0126 0.6133 0.1201
N 0.3067 1.3196 -0.8872
C -0.9408 1.0619 -0.8668
N -1.4878 0.1581 0.0280
O -0.6370 -0.9807 0.1606
H -1.5957 1.6186 -1.5361
H -2.3779 -0.2376 -0.2360

Results of the Mulliken charge analysis, in e, for atoms 1 through 8: -0.461 0.655 -0.167 -0.318 0.079 -0.237 -0.207 0.352

***

[8]
ORCA calculation (wB97M-V/def2-TZVPD) on 2 unconnected molecules or ions with the total composition C2H2N2O3.

Calculated values
relative energy (zero: lowest compared OMol25 entry of this formula, charge and spin)	5.328	eV
HOMO (alpha / beta)	-9.11 / -9.11	eV
Kohn-Sham gap (alpha / beta)	0.322 / 0.322	Ha

CARTESIAN COORDINATES (ANGSTROEM)
C -1.8437 0.5455 -0.0663
C 2.0302 -0.3864 -0.4368
N -0.4365 0.2690 -0.0884
N 0.1878 -0.4171 0.6840
O 0.1310 -0.7988 1.8098
O -2.7557 -0.2408 -0.2519
O 3.0680 -0.5286 0.0633
H -2.0199 1.6126 -0.2320
H 1.6388 -0.0553 -1.4817

Results of the Mulliken charge analysis, in e, for atoms 1 through 8: 0.138 0.294 -0.323 0.495 -0.522 -0.437 -0.260 0.294

***

[9]
ORCA calculation (wB97M-V/def2-TZVPD) on C2H2N2O3S in the gas phase.

Calculated values
relative energy (zero: lowest compared OMol25 entry of this formula, charge and spin)	3.584	eV
HOMO	-9.53	eV
Kohn-Sham gap	0.360	Ha

CARTESIAN COORDINATES (ANGSTROEM)
O -0.9269 1.7875 -1.1132
C -0.3342 1.0908 -0.3237
N 0.1689 1.3203 0.9361
O 0.4126 0.0288 1.5613
C 0.4422 -0.8460 0.5332
S 0.9621 -2.3960 0.8327
N 0.0742 -0.2195 -0.6226
O -0.0683 -0.7962 -1.8613
H -0.3041 1.8436 1.6351
H -0.4263 -1.8133 -1.5776

Results of the Mulliken charge analysis, in e, for atoms 1 through 8: -0.532 0.301 -0.086 -0.219 0.255 -0.311 0.293 -0.375

***

[10]
ORCA calculation (wB97M-V/def2-TZVPD) on C2H2N2OS in the gas phase.

Calculated values
relative energy (zero: lowest compared OMol25 entry of this formula, charge and spin)	1.889	eV
HOMO	-9.90	eV
Kohn-Sham gap	0.369	Ha

CARTESIAN COORDINATES (ANGSTROEM)
N -1.5270 1.3706 1.2734
C -0.6466 1.1400 0.5687
C 0.1348 0.9071 -0.6688
O 0.2446 1.6437 -1.5498
N 0.5750 -0.4080 -0.4209
S 0.1421 -1.2758 0.9627
H 1.4356 -0.7481 -0.7587
H -0.3585 -2.6295 0.5935

Mulliken analysis output, partial charges in e: -0.361 0.230 0.481 -0.408 -0.232 -0.183 0.300 0.173

***

[11]
ORCA calculation (wB97M-V/def2-TZVPD) on C2H2N2OS in the gas phase.

Calculated values
relative energy (zero: lowest compared OMol25 entry of this formula, charge and spin)	3.369	eV
HOMO	-9.11	eV
Kohn-Sham gap	0.351	Ha

CARTESIAN COORDINATES (ANGSTROEM)
S 1.9648 0.0214 -0.0232
C 0.2970 -0.0074 0.0444
C -0.4920 1.0932 -0.0512
O -1.7596 0.6314 0.0441
N -1.8635 -0.7561 0.0550
N -0.7101 -1.0677 -0.1354
H 2.1570 -1.3769 0.5506
H -0.3324 2.2343 0.0715

Mulliken analysis output, partial charges in e: -0.310 0.200 0.016 -0.131 -0.111 -0.166 0.176 0.325

***

[12]
ORCA calculation (wB97M-V/def2-TZVPD) on C2H2N2OS2 in the gas phase.

Calculated values
relative energy (zero: lowest compared OMol25 entry of this formula, charge and spin)	1.166	eV
HOMO	-9.41	eV
Kohn-Sham gap	0.357	Ha

CARTESIAN COORDINATES (ANGSTROEM)
S 2.5022 -0.6281 -0.1051
C 0.9655 0.2046 0.0660
N 0.5167 1.4099 0.0413
N -0.9060 1.3602 -0.1494
C -1.1684 0.1721 -0.0341
S -2.8274 -0.4995 -0.0154
O -0.1595 -0.6763 0.1930
H 3.3411 0.4685 0.3878
H -2.2643 -1.8114 -0.3842

Results of the Mulliken charge analysis, in e, for atoms 1 through 8: -0.237 0.475 -0.329 -0.300 0.576 -0.251 -0.298 0.194

***

Please write out number 1 again, unchanged.
ORCA calculation (wB97M-V/def2-TZVPD) on C2H2N2O2S in the gas phase.

Calculated values
relative energy (zero: lowest compared OMol25 entry of this formula, charge and spin)	4.090	eV
HOMO	-8.09	eV
Kohn-Sham gap	0.272	Ha

CARTESIAN COORDINATES (ANGSTROEM)
C 1.1847 0.6979 1.3144
C 1.2891 1.1561 0.0122
N 1.2611 0.3657 2.4186
N -0.5602 -1.1659 -0.9150
O 0.5544 1.3032 -0.9573
O -1.4907 0.6308 0.6012
S -1.1866 0.3786 -0.7931
H -0.3435 -1.6245 0.0015
H -0.7082 -1.7419 -1.6825

Results of the Mulliken charge analysis, in e, for atoms 1 through 8: 0.382 -0.004 -0.353 -0.413 -0.256 -0.464 0.573 0.292